This record from the OMol25 dataset describes 21 unconnected molecules or ions with the total composition H42O21. The level of theory is wB97M-V/def2-TZVPD.

Structure (XYZ):
```
63
Properties=species:S:1:pos:R:3
O -1.865 -0.020 2.265
H -2.081 -1.010 2.203
H -1.100 -0.103 2.865
O -0.897 3.614 -3.314
H -1.430 3.971 -2.571
H -0.029 3.833 -2.947
O -3.247 2.076 -2.737
H -3.683 2.401 -1.927
H -3.036 2.931 -3.129
O 1.898 4.120 1.457
H 1.705 4.934 1.929
H 1.106 3.992 0.940
O -1.317 -2.398 1.482
H -1.301 -2.044 0.565
H -0.442 -2.665 1.771
O 3.122 -0.422 -2.784
H 3.963 -0.658 -3.273
H 3.786 -0.066 -2.150
O 1.830 -1.057 3.230
H 2.281 -1.174 2.377
H 2.133 -1.656 3.920
O 1.179 -3.519 0.152
H 0.252 -3.653 -0.102
H 1.428 -2.809 -0.466
O 0.542 4.660 -0.983
H 0.775 3.701 -0.812
H 1.435 5.062 -1.063
O 0.518 1.243 3.535
H 1.089 1.969 3.812
H 1.192 0.527 3.545
O -0.053 -0.876 -0.276
H 0.118 -0.197 0.411
H 0.194 -0.205 -0.954
O 1.355 2.193 -0.704
H 0.482 1.848 -0.492
H 1.758 1.642 -1.414
O -2.875 0.021 -0.825
H -2.828 -0.802 -1.294
H -3.698 0.300 -0.432
O -1.414 -3.308 -1.040
H -1.441 -3.658 -1.961
H -0.693 -2.784 -1.480
O 3.315 -0.084 0.764
H 3.617 0.829 0.646
H 4.195 -0.488 0.675
O 0.353 1.218 -3.119
H -0.456 1.690 -2.883
H 0.953 1.839 -3.534
O -3.668 -2.995 2.223
H -3.595 -2.207 2.811
H -2.974 -2.910 1.520
O -0.233 2.960 2.107
H -0.357 3.863 2.371
H -0.806 2.199 2.178
O -3.945 -2.352 -0.513
H -4.226 -2.550 0.406
H -2.950 -2.492 -0.576
O 2.377 -3.242 2.473
H 2.822 -4.061 2.210
H 1.638 -3.358 1.830
O 0.786 -2.691 -2.741
H 0.836 -1.939 -3.348
H 1.607 -3.180 -2.830
```

The total charge is 0. Its molar mass is 378.3 g/mol. Its HOMO-LUMO gap is 9.19 eV. Its strongest force on any atom is 3.571 eV Å⁻¹.

Charge distribution, natural (NBO) scheme, values in e:
1 O -0.992
2 H 0.483
3 H 0.480
4 O -0.960
5 H 0.476
6 H 0.485
7 O -0.916
8 H 0.461
9 H 0.456
10 O -0.946
11 H 0.452
12 H 0.484
13 O -0.996
14 H 0.523
15 H 0.502
16 O -0.921
17 H 0.461
18 H 0.461
19 O -0.991
20 H 0.516
21 H 0.500
22 O -0.984
23 H 0.498
24 H 0.499
25 O -1.000
26 H 0.487
27 H 0.477
28 O -0.994
29 H 0.472
30 H 0.495
31 O -0.966
32 H 0.494
33 H 0.481
34 O -0.957
35 H 0.490
36 H 0.509
37 O -0.973
38 H 0.487
39 H 0.485
40 O -0.976
41 H 0.495
42 H 0.507
43 O -0.938
44 H 0.479
45 H 0.464
46 O -0.985
47 H 0.513
48 H 0.469
49 O -0.973
50 H 0.472
51 H 0.493
52 O -1.017
53 H 0.488
54 H 0.532
55 O -0.999
56 H 0.494
57 H 0.472
58 O -0.986
59 H 0.464
60 H 0.494
61 O -0.980
62 H 0.505
63 H 0.491

This record from the OMol25 dataset describes 21 unconnected molecules or ions with the total composition H42O21. The level of theory is wB97M-V/def2-TZVPD.

Structure (XYZ):
```
63
Properties=species:S:1:pos:R:3
O 2.221 2.097 -0.697
H 2.398 2.944 -0.371
H 1.517 2.151 -1.332
O -1.045 1.940 -3.456
H -1.747 2.347 -2.947
H -1.553 1.670 -4.201
O -0.792 3.322 0.058
H -0.908 2.445 0.762
H -1.498 3.974 0.309
O 2.341 1.022 3.694
H 1.654 0.547 3.100
H 2.135 1.017 4.529
O -3.062 -2.183 -2.880
H -3.245 -2.903 -2.092
H -3.749 -1.680 -2.827
O 4.447 2.907 0.006
H 3.946 3.403 0.606
H 4.331 2.057 0.327
O 0.119 -1.705 -4.135
H 0.070 -0.924 -4.571
H -0.632 -2.285 -4.473
O -3.599 2.153 1.747
H -3.533 1.265 2.077
H -4.084 2.337 0.966
O -4.258 -2.691 0.038
H -3.924 -3.162 0.899
H -4.308 -3.356 -0.698
O 2.060 3.775 1.956
H 1.548 3.660 1.195
H 1.796 3.264 2.696
O 1.204 0.314 1.075
H 1.789 1.061 0.934
H 0.380 0.715 0.785
O -1.692 -1.220 0.313
H -1.517 -0.791 -0.406
H -0.814 -1.317 0.742
O -1.746 -4.230 -0.840
H -2.041 -3.335 -0.573
H -1.197 -4.726 -0.326
O 4.677 -2.235 0.546
H 4.806 -1.509 1.118
H 4.472 -1.815 -0.316
O 4.208 1.497 -2.051
H 4.514 1.245 -1.200
H 3.805 2.346 -1.904
O -2.332 -0.673 4.048
H -3.060 -1.081 4.641
H -1.924 -0.023 4.610
O 0.509 -3.049 0.375
H 0.104 -2.149 0.058
H 0.120 -3.681 -0.300
O -0.925 1.360 2.025
H -0.021 1.389 2.626
H -1.632 0.989 2.447
O -3.728 0.909 -2.623
H -3.375 0.025 -3.209
H -3.046 1.009 -1.823
O 3.376 -3.145 2.808
H 3.092 -3.314 1.878
H 2.571 -3.048 3.434
O -1.387 -0.202 -2.215
H -1.243 -0.979 -2.850
H -0.762 0.525 -2.638
```

The total charge is 0. Its molar mass is 378.3 g/mol. Its HOMO-LUMO gap is 9.67 eV. Its strongest force on any atom is 10.172 eV Å⁻¹.

Charge distribution, natural (NBO) scheme, values in e:
1 O -0.951
2 H 0.467
3 H 0.493
4 O -0.927
5 H 0.494
6 H 0.477
7 O -1.041
8 H 0.515
9 H 0.479
10 O -0.954
11 H 0.491
12 H 0.457
13 O -0.928
14 H 0.478
15 H 0.449
16 O -0.924
17 H 0.474
18 H 0.455
19 O -0.926
20 H 0.461
21 H 0.484
22 O -0.974
23 H 0.485
24 H 0.491
25 O -0.945
26 H 0.493
27 H 0.462
28 O -0.968
29 H 0.479
30 H 0.490
31 O -0.971
32 H 0.491
33 H 0.481
34 O -0.922
35 H 0.476
36 H 0.453
37 O -0.992
38 H 0.516
39 H 0.479
40 O -0.937
41 H 0.469
42 H 0.470
43 O -0.929
44 H 0.444
45 H 0.481
46 O -0.952
47 H 0.487
48 H 0.468
49 O -0.946
50 H 0.454
51 H 0.468
52 O -0.961
53 H 0.502
54 H 0.496
55 O -0.987
56 H 0.480
57 H 0.499
58 O -0.973
59 H 0.503
60 H 0.468
61 O -1.062
62 H 0.510
63 H 0.502

This record from the OMol25 dataset describes 21 unconnected molecules or ions with the total composition H42O21. The level of theory is wB97M-V/def2-TZVPD.

Structure (XYZ):
```
63
Properties=species:S:1:pos:R:3
O -0.015 3.767 0.107
H -0.755 3.890 0.697
H 0.761 3.374 0.486
O -1.489 0.007 0.840
H -1.438 -0.398 1.711
H -0.832 0.676 0.666
O 3.632 -1.731 -1.924
H 2.801 -1.995 -1.526
H 3.371 -1.779 -2.823
O 4.516 -0.481 2.820
H 3.734 -1.007 2.668
H 4.827 -0.034 2.032
O 1.403 -3.421 -1.855
H 1.128 -3.036 -2.703
H 2.044 -4.083 -2.126
O -1.209 -1.625 -1.886
H -0.762 -1.267 -1.106
H -2.116 -1.589 -1.478
O 0.275 0.379 -4.777
H -0.536 0.138 -4.306
H 0.684 1.145 -4.392
O 0.523 -2.770 3.674
H 0.254 -2.400 4.525
H 1.074 -2.036 3.373
O 1.687 2.087 1.477
H 1.948 2.914 1.881
H 2.408 1.541 1.176
O -0.068 0.644 2.920
H 0.089 1.592 3.033
H 0.706 0.368 2.422
O -2.468 3.767 3.153
H -2.793 3.618 2.258
H -2.534 2.882 3.526
O 0.404 3.642 3.205
H -0.189 4.344 2.897
H 0.091 3.623 4.113
O 0.959 -1.320 0.587
H 0.192 -0.718 0.613
H 0.521 -2.011 1.096
O -2.228 0.156 -3.770
H -1.916 -0.398 -3.017
H -2.975 -0.404 -4.021
O -2.995 -1.898 3.160
H -2.902 -2.340 4.005
H -2.300 -2.256 2.599
O 0.597 3.297 -2.834
H -0.219 3.654 -2.481
H 0.996 2.799 -2.127
O -0.862 -3.515 1.038
H -0.468 -4.201 1.590
H -0.100 -3.368 0.455
O -3.416 -1.757 -0.464
H -4.179 -1.223 -0.239
H -2.965 -1.742 0.387
O 1.125 -2.641 -4.592
H 1.620 -1.861 -4.873
H 0.491 -1.931 -4.338
O 1.782 0.742 -0.887
H 1.434 0.182 -1.574
H 2.707 0.759 -0.661
O -2.297 2.727 -1.465
H -1.529 2.566 -0.904
H -2.228 1.959 -2.041
```

The total charge is 0. Its molar mass is 378.3 g/mol. Its HOMO-LUMO gap is 10.57 eV. Its strongest force on any atom is 2.462 eV Å⁻¹.

Charge distribution, natural (NBO) scheme, values in e:
1 O -0.982
2 H 0.473
3 H 0.498
4 O -0.979
5 H 0.512
6 H 0.494
7 O -0.957
8 H 0.489
9 H 0.458
10 O -0.949
11 H 0.476
12 H 0.476
13 O -0.978
14 H 0.498
15 H 0.474
16 O -0.990
17 H 0.474
18 H 0.502
19 O -1.003
20 H 0.494
21 H 0.490
22 O -0.942
23 H 0.475
24 H 0.468
25 O -0.974
26 H 0.503
27 H 0.486
28 O -0.990
29 H 0.501
30 H 0.479
31 O -0.952
32 H 0.477
33 H 0.478
34 O -0.967
35 H 0.493
36 H 0.482
37 O -0.969
38 H 0.467
39 H 0.462
40 O -0.979
41 H 0.492
42 H 0.480
43 O -0.955
44 H 0.477
45 H 0.479
46 O -0.965
47 H 0.489
48 H 0.475
49 O -0.955
50 H 0.483
51 H 0.484
52 O -0.935
53 H 0.487
54 H 0.488
55 O -0.947
56 H 0.478
57 H 0.482
58 O -0.992
59 H 0.502
60 H 0.492
61 O -0.953
62 H 0.467
63 H 0.481

This record from the OMol25 dataset describes 21 unconnected molecules or ions with the total composition H42O21. The level of theory is wB97M-V/def2-TZVPD.

Structure (XYZ):
```
63
Properties=species:S:1:pos:R:3
O 1.555 5.055 1.135
H 1.734 4.166 0.824
H 1.312 4.987 2.064
O -1.035 -1.199 0.724
H -1.600 -0.630 0.193
H -1.409 -2.089 0.709
O 3.971 -1.861 0.553
H 4.338 -2.716 0.765
H 3.261 -1.992 -0.091
O 3.888 0.366 1.755
H 4.093 -0.348 2.363
H 4.052 -0.037 0.885
O 1.134 -4.778 -2.236
H 1.351 -3.843 -2.222
H 0.848 -4.979 -1.342
O -1.577 -2.523 -2.740
H -2.405 -2.987 -2.621
H -0.915 -3.001 -3.249
O 0.654 1.114 -3.882
H -0.057 0.757 -4.426
H 0.538 1.817 -3.247
O -0.607 -1.376 3.990
H -1.500 -1.201 4.292
H -0.726 -1.380 3.032
O 2.106 2.026 1.727
H 2.920 1.669 2.187
H 2.307 1.781 0.820
O 0.146 1.152 3.105
H 0.497 1.636 2.331
H -0.251 0.359 2.759
O -1.486 3.896 1.406
H -2.235 3.999 1.991
H -0.690 4.241 1.789
O 0.406 3.685 3.851
H -0.195 2.966 4.077
H 1.267 3.287 3.984
O 1.156 -1.977 -0.802
H 0.683 -2.370 -1.542
H 0.383 -1.812 -0.243
O -1.709 0.005 -3.673
H -1.801 -0.681 -2.987
H -2.044 0.743 -3.128
O -3.575 -0.957 1.904
H -2.869 -0.735 2.521
H -3.991 -0.095 1.774
O 0.375 3.742 -1.229
H -0.421 3.939 -0.729
H 1.020 4.420 -1.007
O -1.349 -4.592 0.149
H -1.236 -4.675 1.092
H -2.111 -4.165 -0.249
O -3.587 -2.992 -0.518
H -4.312 -3.333 0.017
H -3.338 -2.196 -0.029
O 1.169 -1.554 -3.867
H 2.022 -1.114 -3.933
H 0.581 -0.784 -3.726
O 1.872 0.687 -0.691
H 1.544 0.573 0.205
H 1.511 -0.056 -1.188
O -2.048 2.276 -1.929
H -2.456 3.013 -1.453
H -1.159 2.665 -1.996
```

The total charge is 0. Its molar mass is 378.3 g/mol. Its HOMO-LUMO gap is 9.94 eV. Its strongest force on any atom is 2.318 eV Å⁻¹.

Charge distribution, natural (NBO) scheme, values in e:
1 O -0.975
2 H 0.487
3 H 0.488
4 O -0.970
5 H 0.500
6 H 0.491
7 O -0.984
8 H 0.482
9 H 0.509
10 O -0.982
11 H 0.485
12 H 0.517
13 O -0.942
14 H 0.464
15 H 0.480
16 O -0.996
17 H 0.498
18 H 0.512
19 O -1.008
20 H 0.515
21 H 0.500
22 O -0.910
23 H 0.457
24 H 0.458
25 O -1.011
26 H 0.521
27 H 0.483
28 O -0.988
29 H 0.504
30 H 0.457
31 O -0.981
32 H 0.477
33 H 0.501
34 O -0.979
35 H 0.499
36 H 0.480
37 O -0.988
38 H 0.480
39 H 0.493
40 O -0.990
41 H 0.489
42 H 0.488
43 O -0.955
44 H 0.473
45 H 0.483
46 O -0.978
47 H 0.485
48 H 0.497
49 O -1.008
50 H 0.486
51 H 0.510
52 O -0.960
53 H 0.490
54 H 0.486
55 O -0.990
56 H 0.480
57 H 0.496
58 O -0.978
59 H 0.464
60 H 0.505
61 O -0.968
62 H 0.478
63 H 0.492